Record 1
Below is a structure of composition C15H17IN4O2S3Sm at a distorted geometry, with properties calculated with ωB97M-V/def2-TZVPD.

Last column: natural (NBO) charge in e.
Geometry (Å):
Sm1 0.249 -0.544 0.262  1.69
O1 0.783 0.525 2.165  -0.63
N1 -0.110 1.140 2.892  0.02
C1 0.178 2.343 3.402  0.04
C2 -0.706 3.019 4.205  -0.28
C3 -1.952 2.447 4.465  -0.17
C4 -2.247 1.222 3.922  -0.24
C5 -1.321 0.542 3.119  0.03
S1 -1.621 -0.997 2.473  -0.27
H1 1.149 2.727 3.131  0.24
H2 -0.428 3.976 4.613  0.22
H3 -2.665 2.960 5.092  0.21
H4 -3.200 0.742 4.074  0.23
S2 3.090 -1.213 0.197  -0.08
C6 3.921 0.002 -0.782  -0.37
C7 5.165 -0.424 -1.245  0.27
N2 6.149 -0.881 -1.637  -0.37
C8 3.404 1.248 -1.068  -0.23
S3 1.830 1.823 -0.698  -0.24
C9 4.218 2.189 -1.729  0.26
N3 4.835 3.005 -2.253  -0.32
N4 2.607 -3.673 -1.290  -0.83
C10 1.857 -2.506 -1.136  0.57
O2 0.773 -2.573 -0.475  -0.82
C11 1.907 -1.629 -2.365  -0.59
I1 0.354 -2.293 -3.678  0.09
H5 2.568 -4.275 -0.480  0.38
H6 3.556 -3.523 -1.602  0.39
H7 2.852 -1.701 -2.898  0.25
H8 1.652 -0.589 -2.148  0.24
C12 -2.907 -1.662 -1.127  -0.59
C13 -2.942 -0.136 -0.974  -0.22
C14 -3.939 0.446 -1.986  -0.60
C15 -1.534 0.484 -1.137  -1.02
H9 -3.897 -2.086 -0.958  0.19
H10 -2.213 -2.115 -0.404  0.19
H11 -2.587 -1.931 -2.132  0.20
H12 -3.310 0.099 0.036  0.19
H13 -3.637 0.186 -2.998  0.19
H14 -3.968 1.531 -1.905  0.20
H15 -4.947 0.065 -1.818  0.18
H16 -1.646 1.565 -0.898  0.20
H17 -1.320 0.466 -2.226  0.20

Properties
Gap between HOMO and LUMO (alpha / beta) ... 7.2 / 7.2 eV
Multiplicity ... 6
Total charge ... -1
Relative energy (zero: lowest compared OMol25 entry of this formula, charge and spin) ... 63.2 kcal per mole

Record 2
Below is a structure of composition C46H37As2AuBrO3S3 at a distorted geometry, with properties calculated with ωB97M-V/def2-TZVPD.

Last column: Löwdin spin population.
Geometry (Å):
Au1 0.386 -0.114 -1.482  0.46
C1 1.322 1.996 0.906  0.01
C2 1.566 0.590 1.435  0.08
As1 -0.079 -0.359 2.031  0.43
C3 0.420 -0.340 3.946  0.08
C4 0.833 -1.487 4.614  0.03
C5 1.369 -1.393 5.888  0.00
C6 1.472 -0.164 6.518  0.03
C7 1.051 0.982 5.861  0.00
C8 0.520 0.892 4.587  0.02
C9 0.252 -2.241 1.661  0.08
C10 -0.783 -3.119 1.978  0.02
C11 -0.612 -4.483 1.832  0.00
C12 0.593 -4.979 1.359  0.02
C13 1.620 -4.108 1.033  0.00
C14 1.451 -2.743 1.176  0.02
As2 -0.176 2.077 -0.349  0.15
C15 -0.053 3.972 -0.797  0.04
C16 1.161 4.507 -1.216  0.01
C17 1.283 5.873 -1.404  0.00
C18 0.192 6.703 -1.195  0.01
C19 -1.029 6.165 -0.816  0.00
C20 -1.159 4.800 -0.628  0.01
C21 -1.744 2.070 0.803  0.08
C22 -2.945 1.559 0.324  0.02
C23 -4.079 1.576 1.115  0.00
C24 -4.015 2.095 2.397  0.02
C25 -2.830 2.632 2.877  0.00
C26 -1.703 2.638 2.075  0.04
H1 2.201 2.338 0.346  0.00
H2 1.167 2.711 1.724  0.00
H3 2.286 0.618 2.262  0.01
H4 1.994 -0.019 0.638  0.00
H5 0.749 -2.455 4.134  0.00
H6 1.706 -2.288 6.388  0.00
H7 1.872 -0.101 7.519  0.00
H8 1.135 1.943 6.346  0.00
H9 0.179 1.787 4.080  0.00
H10 -1.723 -2.715 2.347  0.00
H11 -1.417 -5.159 2.084  0.00
H12 0.732 -6.043 1.250  0.00
H13 2.561 -4.491 0.671  0.00
H14 2.269 -2.083 0.924  0.00
H15 2.010 3.858 -1.396  0.00
H16 2.234 6.288 -1.705  0.00
H17 0.291 7.769 -1.331  0.00
H18 -1.881 6.808 -0.655  0.00
H19 -2.111 4.371 -0.328  0.00
H20 -2.980 1.135 -0.670  0.00
H21 -5.011 1.190 0.727  0.00
H22 -4.891 2.083 3.025  0.00
H23 -2.790 3.061 3.867  0.00
H24 -0.792 3.114 2.426  0.00
Br1 4.556 2.445 -1.722  0.00
C27 5.230 0.735 -1.287  0.00
C28 6.561 0.653 -0.903  0.00
C29 7.088 -0.559 -0.497  0.00
C30 6.291 -1.695 -0.482  0.00
C31 4.979 -1.617 -0.900  0.00
C32 4.427 -0.403 -1.310  0.00
C33 2.981 -0.396 -1.622  0.01
O1 2.339 -1.465 -1.603  0.05
O2 2.361 0.700 -1.793  0.08
H25 7.174 1.542 -0.917  0.00
H26 8.118 -0.612 -0.178  0.00
H27 6.695 -2.635 -0.144  0.00
H28 4.338 -2.487 -0.899  0.00
O3 -1.461 -0.897 -0.952  0.12
C34 -2.135 -1.287 -2.093  0.01
C35 -3.611 -1.384 -1.834  0.00
C36 -4.658 -1.314 -2.715  0.00
C37 -5.897 -1.511 -2.084  0.00
C38 -5.766 -1.749 -0.745  0.00
S1 -4.131 -1.740 -0.227  0.00
C39 -1.816 -0.342 -3.227  0.00
C40 -0.906 -0.516 -4.231  0.01
C41 -0.721 0.650 -5.013  0.00
C42 -1.478 1.689 -4.587  0.00
S2 -2.459 1.266 -3.236  0.00
C43 -1.779 -2.708 -2.472  0.00
C44 -2.237 -3.456 -3.527  0.00
C45 -1.670 -4.739 -3.549  0.00
C46 -0.825 -4.951 -2.498  0.00
S3 -0.693 -3.585 -1.467  0.00
H29 -4.544 -1.106 -3.765  0.00
H30 -6.841 -1.484 -2.599  0.00
H31 -6.545 -1.926 -0.029  0.00
H32 -0.402 -1.449 -4.417  0.00
H33 -0.039 0.712 -5.842  0.00
H34 -1.545 2.686 -4.974  0.00
H35 -2.922 -3.083 -4.266  0.00
H36 -1.875 -5.471 -4.310  0.00
H37 -0.248 -5.829 -2.289  0.00

Properties
Gap between HOMO and LUMO (alpha / beta) ... 7.6 / 3.6 eV
Multiplicity ... 3
Total charge ... +1

Record 3
Below is a structure of composition C23H19FKN7O4S, with properties calculated with ωB97M-V/def2-TZVPD.

Last column: natural (NBO) charge in e.
Geometry (Å):
K1 0.002 -1.951 -0.991  0.95
O1 5.534 -0.806 2.029  -0.65
C1 4.576 -0.833 3.005  0.40
C2 4.995 -0.821 4.339  -0.35
C3 4.085 -0.848 5.381  -0.21
C4 2.730 -0.886 5.094  -0.28
C5 2.325 -0.897 3.768  -0.15
C6 3.210 -0.871 2.693  -0.18
C7 2.554 -0.903 1.305  0.60
O2 1.317 -0.954 1.281  -0.71
N1 3.423 -0.871 0.286  -0.50
N2 2.738 -0.904 -0.895  -0.18
C8 3.473 -0.978 -1.937  -0.06
C9 2.870 -1.017 -3.278  0.19
C10 3.714 -1.110 -4.392  -0.26
C11 3.167 -1.124 -5.661  -0.19
C12 1.790 -1.043 -5.791  -0.31
C13 1.032 -0.963 -4.629  0.06
N3 1.538 -0.953 -3.405  -0.40
H1 6.385 -0.801 2.480  0.45
H2 6.063 -0.793 4.541  0.18
H3 4.442 -0.843 6.405  0.19
H4 1.993 -0.911 5.888  0.20
H5 1.278 -0.933 3.494  0.25
H6 4.562 -1.028 -1.848  0.15
H7 4.784 -1.175 -4.238  0.20
H8 3.809 -1.202 -6.532  0.19
H9 1.299 -1.049 -6.756  0.20
H10 -0.052 -0.912 -4.685  0.19
N4 -6.419 1.412 3.349  -0.81
C14 -5.723 0.956 2.199  0.15
C15 -4.681 0.040 2.325  -0.27
C16 -3.986 -0.386 1.206  -0.18
C17 -4.313 0.101 -0.053  -0.26
C18 -5.330 1.030 -0.178  -0.17
C19 -6.037 1.453 0.940  -0.29
S1 -3.421 -0.505 -1.470  2.32
O3 -3.464 -1.946 -1.341  -0.98
O4 -4.073 0.080 -2.624  -0.99
N5 -1.915 -0.097 -1.256  -0.96
C20 -1.506 1.193 -1.236  0.55
N6 -2.364 2.231 -1.257  -0.53
C21 -1.825 3.441 -1.181  0.08
C22 -0.466 3.670 -1.094  -0.40
C23 0.335 2.526 -1.100  0.09
N7 -0.152 1.311 -1.173  -0.45
H11 -6.411 0.719 4.085  0.36
H12 -7.379 1.644 3.134  0.36
H13 -4.413 -0.345 3.303  0.20
H14 -3.184 -1.105 1.310  0.24
H15 -5.554 1.419 -1.162  0.24
H16 -6.833 2.182 0.832  0.19
H17 -2.524 4.276 -1.186  0.17
H18 -0.052 4.666 -1.025  0.20
H19 1.419 2.601 -1.044  0.18
F1 0.632 -4.186 -1.256  -0.98

Properties
Gap between HOMO and LUMO ... 6.2 eV
Multiplicity ... 1
Total charge ... -2
Relative energy (zero: lowest compared OMol25 entry of this formula, charge and spin) ... 0.0 kcal per mole

Record 4
Below is a cluster of 3 separate species, C5H15N2O in total at a distorted geometry, with properties calculated with ωB97M-V/def2-TZVPD.

Last column: natural (NBO) charge in e.
Geometry (Å):
C1 1.857 -1.610 -1.787  -0.61
C2 0.826 -1.127 -0.784  -0.39
C3 0.924 0.380 -0.490  -0.49
C4 -0.195 0.875 0.371  0.33
C5 -0.052 1.670 1.556  0.20
N1 -1.012 2.632 1.766  -0.73
N2 -1.508 0.625 -0.062  -0.74
H1 1.785 -2.685 -1.973  0.24
H2 1.705 -1.149 -2.753  0.22
H3 2.883 -1.463 -1.419  0.21
H4 0.909 -1.648 0.184  0.21
H5 -0.195 -1.368 -1.125  0.23
H6 1.914 0.592 -0.032  0.24
H7 0.865 0.963 -1.434  0.27
H8 0.737 1.564 2.297  0.26
H9 -0.759 2.838 0.627  0.41
H10 -0.746 3.308 2.475  0.43
H11 -2.101 1.006 0.684  0.38
H12 -1.764 1.156 -0.882  0.43
H13 -0.151 2.843 -0.789  -0.12
H14 -2.028 -2.525 1.677  0.46
H15 -2.204 -3.844 0.960  0.48
O1 -1.688 -3.031 0.932  -0.94

Properties
Gap between HOMO and LUMO ... 5.5 eV
Multiplicity ... 1
Total charge ... +1
Relative energy (zero: lowest compared OMol25 entry of this formula, charge and spin) ... 176.5 kcal per mole

Record 5
Below is an isolated molecule of C2N2O at a distorted geometry, with properties calculated with ωB97M-V/def2-TZVPD.

Last column: natural (NBO) charge in e.
Geometry (Å):
C1 0.961 0.331 -0.479  -0.08
C2 1.377 -0.397 0.421  0.15
N1 -0.333 0.593 -0.775  -0.22
N2 -1.153 0.096 -0.047  0.31
O1 -0.853 -0.623 0.881  -0.16

Properties
Gap between HOMO and LUMO (alpha / beta) ... 11.1 / 7.2 eV
Multiplicity ... 3
Relative energy (zero: lowest compared OMol25 entry of this formula, charge and spin) ... 21.5 kcal per mole

Taking the records one at a time from the top gives total energy values of -84399.140, -282353.456, -72659.643, -10442.907, -7091.709 eV.